No. 1
Here is C7H17NO in the gas phase from the Open Molecules 2025 dataset. Energies are from wB97M-V/def2-TZVPD.

* HOMO level: -9.28 eV
* ΔE to the lowest compared entry with this formula, charge and spin: 28.0 kcal/mol
* gap between HOMO and LUMO: 10.13 eV
* total charge: 0
* energy: -406.88578 Eh
* SMILES string: CCC(CC)[C@H](O)CN

Each atom is followed by the atoms it is bonded to, with distances in Å.
Cartesian coordinates (Å):
1 C -2.1260 -1.2848 0.4258  C2 1.498, H8 1.097, H9 1.114, H10 1.117
2 C -1.4432 -0.8481 -0.8341  C1 1.498, C3 1.543, H11 1.124, H12 1.100
3 C -0.0886 -0.1149 -0.7386  C2 1.543, C4 1.520, C6 1.550, H13 1.107
4 C -0.2558 1.3788 -0.5119  C3 1.520, C5 1.522, H14 1.097, H15 1.104
5 C -1.2364 1.8325 0.5596  C4 1.522, H16 1.095, H17 1.098, H18 1.094
6 C 0.8623 -0.8791 0.2174  C3 1.550, C7 1.549, H19 1.102, O26 1.454
7 C 2.3654 -0.8662 -0.1549  C6 1.549, H21 1.092, H22 1.117, N25 1.479
8 H -1.4932 -1.9313 1.0455  C1 1.097
9 H -2.4552 -0.4258 1.0543  C1 1.114
10 H -3.1006 -1.7903 0.2212  C1 1.117
11 H -1.2345 -1.7527 -1.4670  C2 1.124
12 H -2.1482 -0.3126 -1.4874  C2 1.100
13 H 0.3539 -0.2556 -1.7434  C3 1.107
14 H -0.5195 1.9477 -1.4117  C4 1.097
15 H 0.7438 1.7836 -0.2760  C4 1.104
16 H -1.0222 1.4052 1.5445  C5 1.095
17 H -1.2097 2.9285 0.6238  C5 1.098
18 H -2.2727 1.5864 0.3088  C5 1.094
19 H 0.5342 -1.9306 0.2619  C6 1.102
20 H 0.9791 0.4961 1.6662  O26 0.972
21 H 2.8939 -1.5629 0.4998  C7 1.092
22 H 2.4212 -1.3536 -1.1579  C7 1.117
23 H 3.0256 0.8729 0.7486  N25 1.012
24 H 2.6425 1.0788 -0.8274  N25 1.018
25 N 3.0679 0.4352 -0.1624  C7 1.479, H23 1.012, H24 1.018
26 O 0.7161 -0.4370 1.5953  C6 1.454, H20 0.972


No. 2
Here is 2 unconnected molecules or ions with the total composition C7H17NO3 from the Open Molecules 2025 dataset. Energies are from wB97M-V/def2-TZVPD.

* HOMO level: -9.11 eV
* ΔE to the lowest compared entry with this formula, charge and spin: 37.6 kcal/mol
* gap between HOMO and LUMO: 10.03 eV
* total charge: 0
* energy: -557.31724 Eh
* SMILES string: CN[C@H](C)C=O.COCOC

Each atom is followed by the atoms it is bonded to, with distances in Å.
Cartesian coordinates (Å):
1 C 0.8143 -0.4770 -1.7823  H8 1.100, H9 1.106, H10 1.096, O26 1.401
2 C -0.2078 -2.3280 -2.7704  H11 1.117, H12 1.093, O26 1.368, O27 1.412
3 C -2.4159 -3.1044 -2.5223  H13 1.103, H14 1.097, H15 1.099, O27 1.414
4 C 2.1418 0.2709 2.3977  H16 1.108, H17 1.085, H18 1.104, N25 1.455
5 C 0.5455 2.1030 2.3402  C6 1.519, C7 1.524, H20 1.115, N25 1.452
6 C -0.1358 3.1762 3.1715  C5 1.519, H21 1.107, H22 1.097, H23 1.091
7 C -0.4270 1.4184 1.3880  C5 1.524, H24 1.119, O28 1.211
8 H -0.1152 -0.0227 -1.4073  C1 1.100
9 H 1.2777 -1.1057 -0.9993  C1 1.106
10 H 1.5260 0.3112 -2.0543  C1 1.096
11 H 0.1615 -2.9983 -1.9570  C2 1.117
12 H -0.1927 -2.8541 -3.7278  C2 1.093
13 H -3.4462 -2.7545 -2.3402  C3 1.103
14 H -2.1494 -3.8791 -1.7925  C3 1.097
15 H -2.4035 -3.5906 -3.5080  C3 1.099
16 H 2.8043 -0.2680 3.1038  C4 1.108
17 H 2.7775 0.8665 1.7506  C4 1.085
18 H 1.5972 -0.4666 1.7830  C4 1.104
19 H 0.5750 0.5911 3.6618  N25 1.016
20 H 1.2594 2.6167 1.6543  C5 1.115
21 H -0.8863 2.7701 3.8769  C6 1.107
22 H 0.6102 3.7401 3.7458  C6 1.097
23 H -0.6640 3.8860 2.5324  C6 1.091
24 H -1.0186 0.6297 1.9166  C7 1.119
25 N 1.2644 1.1449 3.1615  C4 1.455, C5 1.452, H19 1.016
26 O 0.5599 -1.2096 -2.9485  C1 1.401, C2 1.368
27 O -1.5488 -1.9883 -2.4873  C2 1.412, C3 1.414
28 O -0.5679 1.7177 0.2228  C7 1.211


No. 3
Here is 2 unconnected molecules or ions with the total composition C7H17NO5S from the Open Molecules 2025 dataset. Energies are from wB97M-V/def2-TZVPD.

* HOMO level: -9.47 eV
* ΔE to the lowest compared entry with this formula, charge and spin: 2.3 kcal/mol
* gap between HOMO and LUMO: 9.79 eV
* total charge: 0
* energy: -1106.03134 Eh
* SMILES string: C[C@H](O)[C@@H](N)S(=O)(=O)O.C=C(C)CO

Each atom is followed by the atoms it is bonded to, with distances in Å.
Cartesian coordinates (Å):
1 C -2.9817 1.8841 -0.4223  C5 1.528, H15 1.087, H16 1.087, H17 1.089
2 C 1.8237 -1.3117 -1.3599  C6 1.502, H18 1.092, H19 1.089, H20 1.087
3 C 2.9390 -1.6213 0.8357  C6 1.322, H22 1.078, H23 1.077
4 C 2.9820 0.6340 -0.2040  C6 1.513, O12 1.413, H24 1.100, H25 1.092
5 C -1.5380 1.5980 -0.0128  C1 1.528, C7 1.533, O13 1.405, H26 1.098
6 C 2.6148 -0.8339 -0.1758  C2 1.502, C3 1.322, C4 1.513
7 C -1.4565 0.3561 0.8814  C5 1.533, N8 1.407, S14 1.859, H21 1.091
8 N -2.1815 0.4238 2.0849  C7 1.407, H27 1.012, H29 1.013
9 O -1.8056 -0.9701 -1.5368  S14 1.440
10 O -1.1528 -2.2559 0.4932  S14 1.631, H28 0.960
11 O -3.4403 -1.3823 0.2429  S14 1.437
12 O 1.9298 1.4599 0.2502  C4 1.413, H30 0.970
13 O -0.6824 1.4329 -1.1147  C5 1.405, H31 0.976
14 S -2.0866 -1.0722 -0.1278  C7 1.859, O9 1.440, O10 1.631, O11 1.437
15 H -2.9994 2.6797 -1.1635  C1 1.087
16 H -3.5566 2.2047 0.4426  C1 1.087
17 H -3.4385 0.9924 -0.8487  C1 1.089
18 H 2.5025 -1.5836 -2.1706  C2 1.092
19 H 1.1629 -0.5290 -1.7308  C2 1.089
20 H 1.2210 -2.1812 -1.1089  C2 1.087
21 H -0.4113 0.1030 1.0630  C7 1.091
22 H 2.6450 -2.6576 0.8628  C3 1.078
23 H 3.5134 -1.2621 1.6728  C3 1.077
24 H 3.2817 0.9185 -1.2239  C4 1.100
25 H 3.8179 0.8288 0.4717  C4 1.092
26 H -1.1290 2.4512 0.5433  C5 1.098
27 H -1.9762 -0.3605 2.6906  N8 1.012
28 H -1.6204 -3.0937 0.5094  O10 0.960
29 H -3.1800 0.4580 1.9156  N8 1.013
30 H 1.1937 1.4281 -0.3805  O12 0.970
31 H -1.0070 0.6728 -1.6346  O13 0.976